Entry A
ORCA calculation (the ωB97M-V functional and the def2-TZVPD basis) on an isolated molecule of C6H11NOS.

- E_HOMO: -8.834 eV
- Gap between HOMO and LUMO: 9.50 eV

The geometry in ORCA input format:
```
! wB97M-V def2-TZVPD RIJCOSX def2/J DEFGRID3
* xyz 0 1
C -3.06 0.21 -0.74
C -2.08 -0.36 -0.05
S -2.17 -2.09 0.35
C -0.83 0.36 0.37
C 0.32 0.20 -0.66
N 1.51 -0.44 -0.14
C 2.30 0.29 0.82
C 1.99 -1.61 -0.62
O 3.01 -2.14 -0.26
H -3.94 -0.35 -1.03
H -3.03 1.24 -1.02
H -1.04 -2.13 1.06
H -0.50 -0.02 1.34
H -1.06 1.42 0.49
H -0.03 -0.39 -1.51
H 0.60 1.19 -1.03
H 3.19 -0.31 1.02
H 2.60 1.26 0.42
H 1.76 0.44 1.75
H 1.33 -2.05 -1.39
*
```

Entry B
ORCA calculation (the ωB97M-V functional and the def2-TZVPD basis) on an isolated molecule of C6H11NOS.

- E_HOMO: -8.793 eV
- Gap between HOMO and LUMO: 9.47 eV

The geometry in ORCA input format:
```
! wB97M-V def2-TZVPD RIJCOSX def2/J DEFGRID3
* xyz 0 1
C -2.65 -0.45 0.91
S -2.17 0.06 -0.72
C -0.38 -0.45 -0.99
N 0.15 -1.74 -0.61
C 1.30 -1.24 -0.08
O 2.31 -1.82 0.30
C 0.84 0.24 -0.16
C 0.48 1.11 1.07
C 1.72 1.10 -1.01
H -3.08 -1.50 0.85
H -3.53 0.19 1.39
H -1.79 -0.46 1.46
H -0.32 -0.20 -2.02
H -0.03 -2.65 -1.02
H 1.50 1.38 1.60
H -0.07 0.55 1.84
H -0.19 2.00 0.76
H 1.30 2.02 -1.17
H 1.92 0.56 -1.87
H 2.68 1.28 -0.53
*
```

Result of the stability comparison: entry B is the least stable of them.

Entry A
ORCA calculation (the ωB97M-V functional and the def2-TZVPD basis) on a cluster of 2 separate species, C5H14N in total.

- E_HOMO: -15.893 eV
- Gap between HOMO and LUMO: 6.87 eV

The geometry in ORCA input format:
```
! wB97M-V def2-TZVPD RIJCOSX def2/J DEFGRID3
* xyz 1 1
C -0.76 1.56 0.76
C -0.61 0.27 -0.13
C 0.88 -0.08 -0.37
C 1.75 1.11 -0.82
C 1.53 -0.89 0.77
N -1.36 -0.76 0.29
H -0.14 1.49 1.65
H -1.78 1.69 1.10
H -0.44 2.46 0.25
H -0.91 0.69 -1.13
H 0.89 -0.79 -1.21
H 2.09 1.70 0.02
H 1.12 1.72 -1.48
H 2.57 0.65 -1.37
H 1.63 -0.34 1.71
H 2.54 -1.18 0.48
H 0.85 -1.71 0.99
H -2.36 -0.67 0.04
H -3.92 -3.59 -0.48
H -3.59 -3.32 -1.04
*
```

Entry B
ORCA calculation (the ωB97M-V functional and the def2-TZVPD basis) on a cluster of 2 separate species, C5H14N in total.

- E_HOMO: -14.333 eV
- Gap between HOMO and LUMO: 8.66 eV

The geometry in ORCA input format:
```
! wB97M-V def2-TZVPD RIJCOSX def2/J DEFGRID3
* xyz 1 1
C -0.08 -2.79 1.89
N 1.14 -2.62 1.58
H -0.38 -3.60 2.55
H -0.80 -2.08 1.49
H 1.36 -1.87 0.91
H 1.90 -3.20 1.91
C 1.20 -0.21 -0.50
C -1.61 2.50 -0.95
C -0.93 1.15 -1.07
C 0.46 1.13 -0.45
H 0.48 -1.03 -0.47
H 1.89 -0.31 0.34
H 1.80 -0.32 -1.41
H -2.64 2.45 -1.29
H -1.10 3.27 -1.53
H -1.61 2.89 0.07
H -0.88 0.91 -2.14
H -1.57 0.39 -0.62
H 1.02 1.94 -0.92
H 0.36 1.40 0.60
*
```

Entry C
ORCA calculation (the ωB97M-V functional and the def2-TZVPD basis) on the ion C5H14N with charge +1.

- E_HOMO: -14.547 eV
- Gap between HOMO and LUMO: 10.73 eV

The geometry in ORCA input format:
```
! wB97M-V def2-TZVPD RIJCOSX def2/J DEFGRID3
* xyz 1 1
C 2.23 0.46 -1.30
C 1.99 0.12 0.21
C 0.53 -0.35 0.38
C -0.53 0.61 -0.19
C -1.85 0.42 0.57
N -2.31 -1.03 0.64
H 1.77 1.39 -1.60
H 3.30 0.52 -1.52
H 1.79 -0.33 -1.94
H 2.71 -0.66 0.48
H 2.31 1.07 0.67
H 0.25 -1.31 -0.04
H 0.44 -0.54 1.46
H -0.21 1.67 -0.09
H -0.64 0.37 -1.25
H -1.79 0.85 1.57
H -2.68 0.94 0.10
H -3.31 -1.09 0.81
H -1.86 -1.65 1.32
H -2.16 -1.47 -0.29
*
```

Result of the stability comparison: entry A is the least stable of them.

Entry A
ORCA calculation (the ωB97M-V functional and the def2-TZVPD basis) on a structure of composition C44H60N7O4PSc.

- E_HOMO: -9.179 eV
- Gap between HOMO and LUMO: 6.21 eV

The geometry in ORCA input format:
```
! wB97M-V def2-TZVPD RIJCOSX def2/J DEFGRID3
* xyz 1 1
Sc -0.61 0.99 1.00
C 2.21 -4.13 -6.80
O 2.19 -2.72 -6.85
C 1.03 -2.07 -6.59
C -0.20 -2.70 -6.42
C -1.31 -1.97 -6.04
C -1.20 -0.59 -5.80
C 0.02 0.05 -6.07
C 1.12 -0.68 -6.46
N -2.20 -0.03 -5.05
N -1.99 1.15 -4.62
C -2.59 1.47 -3.44
C -3.62 0.75 -2.81
C -3.73 0.69 -1.44
C -2.74 1.24 -0.62
O -2.55 0.89 0.62
C -1.81 2.16 -1.24
N -0.88 2.75 -0.43
C -0.04 3.62 -0.97
C -0.04 3.94 -2.33
C -0.90 3.29 -3.17
C -1.80 2.36 -2.64
H 3.26 -4.42 -6.84
H 1.68 -4.57 -7.66
H 1.75 -4.49 -5.88
H -0.31 -3.76 -6.56
H -2.25 -2.45 -5.86
H 0.10 1.11 -5.90
H 2.07 -0.21 -6.63
H -4.27 0.15 -3.43
H -4.50 0.08 -0.98
H 0.67 4.08 -0.29
H 0.67 4.67 -2.70
H -0.91 3.48 -4.24
C 0.90 -6.48 -0.11
C 0.59 -5.11 -0.61
C -0.62 -4.48 -0.32
C -0.85 -3.17 -0.67
C -2.22 -2.58 -0.48
C 0.18 -2.44 -1.33
C 0.13 -1.01 -1.44
O -0.44 -0.26 -0.64
C 1.34 -3.12 -1.77
C 2.39 -2.43 -2.59
C 1.52 -4.43 -1.39
H 0.03 -6.94 0.37
H 1.70 -6.43 0.62
H 1.23 -7.12 -0.93
H -1.39 -5.03 0.21
H -2.84 -3.24 0.13
H -2.68 -2.48 -1.46
H -2.21 -1.59 -0.03
H 0.75 -0.56 -2.23
H 2.90 -1.66 -2.02
H 1.95 -1.97 -3.47
H 3.13 -3.15 -2.92
H 2.42 -4.95 -1.68
C 6.07 -0.47 1.18
C 4.75 -0.02 0.62
C 4.67 0.57 -0.64
C 3.46 1.06 -1.10
C 3.36 1.72 -2.44
C 2.32 0.92 -0.31
C 2.34 0.22 0.92
C 3.61 -0.19 1.38
N 1.14 0.00 1.55
C 1.03 -1.10 2.53
C 1.48 -0.64 3.93
C -0.48 -1.43 2.63
C 1.72 -2.41 2.09
H 6.87 -0.34 0.45
H 6.02 -1.52 1.46
H 6.31 0.10 2.07
H 5.56 0.66 -1.25
H 4.31 1.70 -2.95
H 3.05 2.76 -2.33
H 2.62 1.22 -3.07
H 1.38 1.34 -0.66
H 3.73 -0.61 2.36
H 0.95 0.28 4.18
H 2.55 -0.43 3.96
H 1.26 -1.40 4.67
H -1.03 -0.51 2.89
H -0.66 -2.16 3.41
H -0.83 -1.84 1.68
H 2.79 -2.38 2.18
H 1.47 -2.62 1.05
H 1.35 -3.23 2.71
C 0.27 3.52 5.02
N -0.96 2.76 5.13
C -1.34 2.40 6.47
P -1.88 2.64 3.75
O -1.06 1.97 2.69
N -3.28 1.79 4.08
C -3.50 0.40 3.71
C -4.33 2.34 4.91
N -2.23 4.20 3.26
C -2.77 4.39 1.93
C -2.57 5.26 4.18
H 1.11 2.93 5.38
H 0.22 4.45 5.60
H 0.44 3.76 3.97
H -0.53 1.84 6.94
H -2.23 1.78 6.45
H -1.54 3.29 7.09
H -3.17 -0.29 4.50
H -2.99 0.18 2.78
H -4.57 0.25 3.55
H -4.05 3.31 5.30
H -4.55 1.68 5.75
H -5.25 2.45 4.32
H -2.58 3.50 1.33
H -2.27 5.25 1.46
H -3.84 4.58 1.95
H -2.23 5.00 5.18
H -3.65 5.45 4.21
H -2.07 6.18 3.87
*
```

Entry B
ORCA calculation (the ωB97M-V functional and the def2-TZVPD basis) on a structure of composition C44H60N7O4PSc.

- E_HOMO: -9.330 eV
- Gap between HOMO and LUMO: 6.70 eV

The geometry in ORCA input format:
```
! wB97M-V def2-TZVPD RIJCOSX def2/J DEFGRID3
* xyz 1 1
Sc -0.07 -1.32 -0.53
C -1.05 12.06 -1.17
O -1.97 11.00 -1.36
C -1.49 9.74 -1.43
C -0.13 9.42 -1.42
C 0.24 8.09 -1.51
C -0.71 7.09 -1.61
C -2.07 7.42 -1.63
C -2.45 8.73 -1.54
N -0.20 5.77 -1.69
N -1.06 4.87 -1.70
C -0.53 3.56 -1.86
C 0.72 3.28 -2.36
C 1.17 1.96 -2.49
C 0.40 0.89 -2.10
O 0.85 -0.36 -2.08
C -0.94 1.16 -1.64
N -1.70 0.08 -1.25
C -2.93 0.30 -0.84
C -3.50 1.58 -0.78
C -2.73 2.66 -1.10
C -1.39 2.49 -1.52
H -1.64 12.96 -1.04
H -0.40 12.18 -2.04
H -0.44 11.90 -0.28
H 0.62 10.19 -1.36
H 1.29 7.81 -1.51
H -2.81 6.64 -1.73
H -3.49 9.02 -1.57
H 1.36 4.10 -2.66
H 2.16 1.76 -2.88
H -3.50 -0.57 -0.53
H -4.52 1.69 -0.46
H -3.12 3.67 -1.03
C 5.67 0.23 4.77
C 4.42 0.45 3.97
C 4.48 0.63 2.59
C 3.34 0.80 1.82
C 3.50 1.08 0.35
C 2.09 0.80 2.48
C 0.84 0.81 1.77
O 0.67 0.34 0.65
C 2.01 0.67 3.89
C 0.69 0.65 4.62
C 3.18 0.49 4.60
H 6.56 0.38 4.17
H 5.69 -0.79 5.17
H 5.71 0.91 5.63
H 5.45 0.65 2.11
H 4.54 0.97 0.06
H 3.21 2.12 0.14
H 2.89 0.45 -0.28
H -0.05 1.19 2.29
H 0.10 -0.23 4.36
H 0.08 1.53 4.41
H 0.87 0.63 5.69
H 3.12 0.36 5.68
C -1.95 -3.38 5.71
C -1.83 -2.50 4.49
C -2.62 -1.36 4.36
C -2.53 -0.59 3.21
C -3.38 0.64 3.03
C -1.62 -0.94 2.22
C -0.78 -2.07 2.32
C -0.94 -2.85 3.48
N 0.10 -2.34 1.29
C 1.28 -3.21 1.48
C 0.92 -4.69 1.32
C 2.23 -2.84 0.33
C 2.06 -2.95 2.77
H -2.64 -2.95 6.44
H -0.99 -3.51 6.20
H -2.33 -4.37 5.44
H -3.31 -1.09 5.15
H -3.99 0.83 3.91
H -4.05 0.54 2.18
H -2.77 1.53 2.85
H -1.57 -0.29 1.36
H -0.38 -3.77 3.60
H 0.41 -4.85 0.37
H 0.25 -5.03 2.12
H 1.81 -5.31 1.34
H 1.75 -2.97 -0.64
H 3.09 -3.52 0.31
H 2.61 -1.82 0.44
H 1.58 -3.35 3.66
H 2.21 -1.88 2.92
H 3.04 -3.42 2.70
C -2.01 -5.66 -1.76
N -0.84 -5.33 -2.56
C -0.07 -6.48 -3.01
P -0.58 -3.79 -3.02
O -0.46 -2.88 -1.82
N 0.78 -3.70 -3.93
C 2.07 -3.22 -3.45
C 0.78 -4.22 -5.29
N -1.89 -3.32 -3.89
C -2.00 -1.91 -4.25
C -2.67 -4.22 -4.73
H -1.71 -6.20 -0.87
H -2.71 -6.29 -2.33
H -2.53 -4.75 -1.46
H 0.19 -7.11 -2.15
H 0.85 -6.17 -3.49
H -0.64 -7.10 -3.72
H 2.69 -4.03 -3.05
H 1.94 -2.43 -2.71
H 2.60 -2.77 -4.30
H -0.18 -4.69 -5.52
H 1.55 -4.98 -5.41
H 0.96 -3.42 -6.01
H -1.33 -1.30 -3.65
H -3.02 -1.56 -4.09
H -1.75 -1.76 -5.31
H -2.49 -5.25 -4.46
H -2.43 -4.08 -5.79
H -3.74 -4.01 -4.60
*
```

Result of the stability comparison: entry A is the least stable of them.